Entry from OMol25: C20H22ClNOPTb as an isolated structure (ωB97M-V with the def2-TZVPD basis set).

Each line ends with the Löwdin spin population.
Positions of all 47 atoms, in Å:
Tb1 -1.373 -0.225 2.236  6.126
Cl1 -0.159 1.572 3.464  -0.032
P1 0.036 0.562 0.082  -0.023
C1 -1.334 -0.280 -0.756  -0.006
C2 -1.158 -1.065 -1.905  0.001
C3 -2.257 -1.718 -2.475  -0.003
C4 -3.537 -1.560 -1.916  0.000
C5 -3.726 -0.751 -0.795  -0.002
C6 -2.637 -0.113 -0.178  -0.016
C7 -0.240 2.355 -0.257  -0.001
C8 0.599 3.242 0.436  0.000
C9 0.343 4.606 0.389  0.000
C10 -0.724 5.089 -0.376  0.000
C11 -1.485 4.213 -1.154  0.000
C12 -1.237 2.838 -1.115  0.000
C13 1.529 0.172 -0.839  -0.004
C14 2.551 -0.557 -0.197  0.000
C15 3.748 -0.744 -0.884  0.000
C16 3.911 -0.239 -2.174  0.000
C17 2.849 0.396 -2.836  0.000
C18 1.635 0.598 -2.173  -0.001
H1 1.410 2.835 1.040  0.000
H2 0.974 5.294 0.952  0.000
H3 -0.955 6.156 -0.363  0.000
H4 -2.274 4.605 -1.797  0.000
H5 -1.800 2.148 -1.749  0.000
H6 -0.152 -1.218 -2.313  0.000
H7 -2.120 -2.358 -3.353  0.000
H8 -4.403 -2.046 -2.381  0.000
H9 -4.733 -0.573 -0.396  0.000
H10 -2.854 0.649 0.622  -0.007
H11 2.392 -0.930 0.823  0.000
H12 4.557 -1.283 -0.402  0.000
H13 4.874 -0.352 -2.670  0.000
H14 2.958 0.750 -3.857  0.000
H15 0.793 1.096 -2.670  0.000
H16 -0.372 -4.180 -1.830  0.000
H17 0.370 -4.070 -1.782  0.000
C19 1.179 -1.938 4.003  0.000
C20 -0.083 -2.674 3.732  -0.002
N1 -0.141 -3.978 4.012  0.000
O1 -1.116 -2.154 3.151  -0.029
H18 1.920 -2.257 3.244  0.000
H19 1.562 -2.241 5.004  0.000
H20 1.088 -0.833 3.976  0.000
H21 -1.083 -4.376 4.064  0.000
H22 0.672 -4.462 4.363  0.000

Properties
Energy in Eh: -2530.83366
HOMO-LUMO gap (alpha / beta) in Ha: 0.2621 / 0.2786
Strongest force on any atom in Eh/bohr: 0.0394
Total charge: +2
Multiplicity: 7